Record 1
Formula: C3H4Cl3NO2
Source: the OMol25 dataset
Level of theory: ωB97M-V with the def2-TZVPD basis set

Output
HOMO energy: -10.3 eV
ΔE to the lowest compared entry with this formula, charge and spin: 36.06 kcal per mole
structure (SMILES): O=CN[C@@H](O)C(Cl)(Cl)Cl
molar mass: 192.429 g/mol

Positions of all 13 atoms, in Å:
Cl -1.190 -0.141 1.703
Cl -0.416 1.898 -0.139
Cl -2.054 -0.244 -1.178
O 3.726 0.447 -0.036
O 0.116 -2.189 -0.357
N 1.674 -0.639 0.426
C -0.723 0.128 -0.064
C 0.571 -0.854 -0.309
C 2.693 0.110 -0.510
H 1.858 -0.718 1.397
H -0.349 -2.517 0.460
H 2.318 0.394 -1.596
H 0.693 -0.762 -1.367


Record 2
Formula: C47H50Cl3N2O3SiZr
Source: the OMol25 dataset
Level of theory: ωB97M-V with the def2-TZVPD basis set

Output
HOMO energy: -8.6 eV
ΔE to the lowest compared entry with this formula, charge and spin: 639.08 kcal per mole
charge: +1
molar mass: 916.597 g/mol

Positions of all 107 atoms, in Å:
Zr -0.134 -0.185 -0.313
Cl -1.827 0.130 -2.557
Cl 0.085 2.406 -2.143
Cl -2.661 3.670 -1.953
Si -1.522 2.043 -1.373
O 1.762 0.593 -1.166
O 0.453 -1.472 -2.216
O -0.373 -1.866 0.488
N 0.098 -2.062 -4.339
N 0.469 0.860 1.769
C 3.031 -0.905 1.132
C 0.648 2.195 2.149
C -0.192 1.857 -3.445
C 4.508 -1.275 -0.728
C 0.674 -0.028 2.789
C 2.084 -0.784 -3.872
C -0.152 4.402 -4.834
C -0.361 1.800 -4.816
C 4.089 3.280 -0.232
C 0.302 3.783 -2.627
C -3.541 0.258 0.017
C 1.770 -4.271 2.385
C -2.731 -0.279 2.251
C 2.041 5.088 0.158
C 0.111 4.819 -3.512
C -0.318 3.065 -5.412
C 1.127 1.649 4.446
C 1.076 1.502 -1.652
C -3.634 -1.113 -0.267
C -2.906 -1.642 1.981
C -4.304 -1.598 -1.528
C 0.994 0.342 4.090
C -2.954 2.160 1.562
C 1.894 -5.648 2.471
C -3.276 -2.056 0.701
C 2.416 -2.447 -0.592
C 1.912 3.794 0.666
C 0.857 -3.704 1.502
C 1.118 -6.473 1.668
C 4.227 -0.652 0.474
C 0.771 -2.189 1.308
C -3.498 -3.520 0.416
C -2.997 0.679 1.253
C -2.825 -2.693 3.065
C 2.982 2.922 0.526
C 0.580 -1.521 2.657
C 4.143 4.518 -0.851
C 0.825 -1.454 -3.397
C 0.582 3.392 1.272
C 0.203 -5.914 0.790
C 0.077 -4.534 0.706
C -2.469 0.195 3.664
C 3.602 -2.188 -1.251
C 0.952 2.575 3.449
C 3.129 5.440 -0.620
C 2.095 -1.790 0.598
C -4.320 1.226 -0.845
H -4.553 -3.771 0.567
H 1.865 -0.102 -4.695
H 4.945 0.024 0.920
H 5.439 -1.073 -1.242
H 1.130 -0.437 4.828
H 1.360 1.942 5.461
H 1.238 -7.547 1.717
H 2.539 -0.231 -3.057
H 3.182 6.430 -1.054
H -3.422 0.354 4.176
H 1.744 -3.206 -0.966
H 2.605 -6.080 3.162
H 2.787 -1.538 -4.227
H -2.180 2.405 2.286
H -3.253 -3.766 -0.616
H 0.072 5.863 -3.247
H -0.571 0.905 -5.378
H -5.355 0.883 -0.889
H -0.410 -6.547 0.163
H 0.258 2.885 -0.991
H 2.413 -3.647 2.996
H -4.534 -0.785 -2.207
H -0.089 3.222 0.452
H 1.062 3.629 3.657
H 2.872 -0.437 2.094
H -2.701 -2.267 4.055
H -2.905 -4.160 1.062
H -1.893 -0.514 4.254
H 1.280 5.820 0.408
H -0.619 -4.075 0.016
H 4.903 2.576 -0.349
H 0.185 4.231 1.843
H -3.946 1.307 -1.858
H -3.747 -3.276 3.079
H 3.839 -2.722 -2.162
H -2.005 -3.395 2.887
H -3.677 -2.314 -2.061
H 0.413 -2.120 -5.292
H -1.934 1.141 3.683
H -5.240 -2.105 -1.278
H -4.315 2.225 -0.432
H 1.274 -1.957 3.370
H -0.521 3.080 -6.477
H -3.911 2.487 1.978
H -0.314 5.199 -5.549
H 2.939 1.941 0.982
H -2.749 2.730 0.664
H -0.737 -2.561 -4.075
H 4.980 4.772 -1.487
H -0.432 -1.801 2.960


Record 3
Formula: C16H46O7
Source: the OMol25 dataset
Level of theory: ωB97M-V with the def2-TZVPD basis set

Output
HOMO energy: -9.4 eV
ΔE to the lowest compared entry with this formula, charge and spin: 23.99 kcal per mole
structure (SMILES): CC(C)O.CC(C)O.CC(C)O.CC(C)O.CCO.CO.CO
molar mass: 350.537 g/mol

Positions of all 69 atoms, in Å:
O 6.572 11.599 8.650
O 9.524 11.787 8.269
O 8.733 13.324 13.621
O 9.369 8.970 11.978
O 11.752 9.789 13.812
O 10.780 14.180 7.548
O 9.767 5.706 8.618
C 12.623 10.287 12.793
C 5.838 11.133 7.463
C 8.330 9.730 12.532
C 11.476 13.098 5.606
C 9.780 6.916 7.827
C 7.013 14.517 12.373
C 8.436 7.541 7.955
C 6.613 11.529 6.207
C 9.820 11.095 9.493
C 12.075 11.657 12.419
C 10.954 7.799 8.270
C 9.454 14.565 11.628
C 14.054 10.301 13.246
C 11.874 14.003 6.705
C 8.349 13.776 12.313
C 13.048 13.409 7.509
H 8.176 13.743 14.272
H 9.109 14.827 10.641
H 12.106 15.034 6.398
H 6.014 11.347 5.311
H 9.561 11.679 10.383
H 10.448 13.355 7.963
H 14.685 10.528 12.384
H 13.214 13.930 8.453
H 10.801 8.258 9.240
H 9.745 15.508 12.087
H 7.667 6.877 7.553
H 6.485 14.406 11.445
H 9.284 10.156 9.558
H 6.053 11.496 9.459
H 10.890 10.899 9.493
H 7.939 9.300 13.436
H 7.564 10.982 6.108
H 4.841 11.595 7.460
H 11.864 7.202 8.288
H 9.034 8.074 11.866
H 12.249 12.925 4.862
H 14.004 13.334 6.979
H 12.606 12.213 11.657
H 8.216 12.871 11.725
H 7.491 9.865 11.824
H 8.332 8.492 7.415
H 9.235 5.066 8.169
H 10.605 13.444 5.067
H 12.710 12.394 7.697
H 11.024 9.387 13.320
H 11.233 12.149 6.077
H 5.695 10.055 7.531
H 14.259 11.061 14.012
H 8.228 7.713 9.009
H 11.011 11.652 12.184
H 8.568 11.926 8.310
H 12.514 9.648 11.894
H 12.119 12.300 13.304
H 7.159 15.574 12.628
H 11.109 8.598 7.535
H 14.276 9.331 13.681
H 6.909 12.567 6.259
H 8.773 10.702 12.755
H 6.335 14.085 13.129
H 9.947 6.652 6.791
H 10.359 13.978 11.485


Record 4
Formula: C35H47As3N3O3Ti
Source: the OMol25 dataset
Level of theory: ωB97M-V with the def2-TZVPD basis set

Output
HOMO energy (alpha / beta): -7.7 / -10.5 eV
spin multiplicity: 3
ΔE to the lowest compared entry with this formula, charge and spin: 2.27 kcal per mole
<S²>: 2.03
charge: +1
molar mass: 830.412 g/mol

Positions of all 92 atoms, in Å:
As -0.006 0.300 2.452
As -1.314 5.304 2.047
As 0.706 1.499 -0.832
Ti -0.255 -1.040 -0.386
O 3.009 -2.226 -6.160
O -1.551 -1.602 -1.883
O 1.029 -1.298 -1.962
N 1.536 -2.064 0.594
N -0.968 -2.569 0.748
N -2.258 -0.366 0.386
C -1.565 -0.112 3.556
C 1.256 -3.362 0.812
C -2.893 -3.893 1.284
C -2.097 -5.005 1.424
C 1.370 -0.008 3.817
C 2.185 2.748 1.957
C -0.828 7.197 1.917
C 3.863 -2.570 0.647
C -0.236 -2.479 -3.614
C 2.256 -4.327 0.898
C 2.813 -1.685 0.517
C 0.419 3.140 0.203
C -1.439 -2.384 -2.865
C 0.931 -1.797 -3.157
C 4.177 -1.497 -5.813
C 0.873 -3.012 -5.703
C -4.410 -1.262 0.976
C -4.172 1.066 0.463
C -2.322 -2.658 0.950
C -2.837 0.835 0.242
C -1.764 5.292 3.956
C 2.004 -2.279 -5.272
C -0.217 2.265 2.527
C -3.026 -1.421 0.776
C -2.670 -3.155 -3.246
C -0.209 -3.103 -4.886
C -4.978 -0.023 0.830
C 3.574 -3.921 0.822
C 0.732 3.157 1.710
C -0.178 -3.661 0.945
C -0.140 2.044 -2.502
C 0.545 4.608 2.197
C -0.699 -4.885 1.265
C 2.575 1.640 -1.374
C 2.032 -1.682 -4.029
H 1.263 0.685 4.652
H -6.038 0.114 0.994
H -1.914 4.266 4.293
H -5.016 -2.109 1.262
H -2.433 -4.188 -3.496
H -3.144 -2.700 -4.118
H -0.112 7.479 2.688
H 1.014 3.913 -0.295
H -0.140 2.543 3.583
H -1.495 0.395 4.518
H -1.083 -3.639 -5.229
H 2.712 2.510 -2.016
H -1.224 2.005 -2.401
H -1.728 7.802 2.027
H 1.256 -1.027 4.188
H -3.371 -3.122 -2.416
H 4.663 -1.930 -4.936
H 2.985 -0.632 0.327
H -2.469 0.213 3.043
H -0.975 5.755 4.549
H 2.425 2.805 3.020
H -2.183 1.644 -0.064
H 0.854 4.682 3.243
H -2.530 -5.962 1.674
H 4.839 -1.573 -6.669
H 2.830 0.734 -1.921
H 3.224 1.740 -0.506
H 0.898 -3.468 -6.682
H 1.194 5.274 1.622
H -0.629 3.411 0.046
H -3.961 -3.971 1.430
H 3.942 -0.447 -5.624
H -2.693 5.839 4.108
H 2.006 -5.369 1.027
H -0.399 7.397 0.936
H 4.882 -2.216 0.590
H 2.370 1.720 1.630
H 0.164 1.346 -3.283
H 2.367 0.094 3.391
H 2.903 -1.156 -3.664
H -0.062 -5.744 1.413
H -4.579 2.059 0.343
H -1.254 2.454 2.229
H 4.373 -4.646 0.896
H 0.165 3.054 -2.777
H -1.622 -1.188 3.721
H 2.873 3.405 1.420